Entry P
C4H7Cl in the gas phase. Source: the OMol25 dataset; level of theory: the ωB97M-V functional and the def2-TZVPD basis.

Cartesian coordinates (Å):
1 C 1.4273 -0.7739 0.0076
2 C -0.0199 -0.2731 -0.3985
3 C -0.4288 1.1034 -0.1529
4 C -1.2140 0.0648 0.4600
5 H 2.1130 -0.6295 -0.8831
6 H 1.2487 -1.7895 0.4605
7 H 1.8039 -0.1186 0.8909
8 H -0.4420 -0.5425 -1.4613
9 H -0.6898 1.7107 -0.9815
10 H 0.2382 1.6382 0.5579
11 H -1.2450 0.0358 1.6084
12 Cl -2.7914 -0.4258 -0.1080

Results
**LUMO energy**: 1.2 eV
**Net charge**: 0
**Highest occupied orbital energy**: -9.96 eV



Entry Q
C4H7Cl in the gas phase. Source: the OMol25 dataset; level of theory: the ωB97M-V functional and the def2-TZVPD basis.

Cartesian coordinates (Å):
1 C 1.1304 -0.2056 -0.2875
2 C -0.3135 -0.2950 -0.5534
3 C 1.2111 1.1443 0.4101
4 C -1.4464 -0.7190 0.3149
5 Cl 1.3623 2.5718 -0.5772
6 H 1.6354 -1.0903 0.3420
7 H 1.7655 -0.2211 -1.2022
8 H -0.6076 0.0432 -1.5065
9 H 0.5793 1.3715 1.3962
10 H -1.3333 -1.0257 1.3509
11 H -1.7997 -1.5892 -0.1166
12 H -2.1836 0.0153 0.4293

Results
**LUMO energy (spin up / spin down)**: 0.7 / 0.4 eV
**Net charge**: 0
**Highest occupied orbital energy (spin up / spin down)**: -7.92 / -7.75 eV



Most stable to least stable, the ends of the list are entry P and entry Q.



Entry P
A 2-piece molecular cluster, C3H10OS2 overall. Source: the OMol25 dataset; level of theory: the ωB97M-V functional and the def2-TZVPD basis.

Cartesian coordinates (Å):
1 C -1.0226 0.7317 -1.8488
2 C 0.1043 0.0618 -2.6775
3 S 1.6609 -0.3144 -1.7564
4 S 1.2994 -2.0783 -0.6836
5 C 0.1030 -1.5800 0.6641
6 H -0.9778 0.8236 -0.7712
7 H -1.8963 0.0968 -1.9964
8 H -1.2121 1.7490 -2.1829
9 H -0.2574 -0.7353 -3.3150
10 H 0.4755 0.8810 -3.2920
11 H -0.2821 -2.5731 0.8761
12 H 0.6119 -1.1069 1.4952
13 H -0.6477 -0.9274 0.2390
14 H 0.6926 2.4307 4.9601
15 H 0.2949 0.9678 5.1465
16 O 1.0533 1.5731 5.1428

Results
**LUMO energy**: 0.7 eV
**Net charge**: 0
**Highest occupied orbital energy**: -8.62 eV



Entry Q
A 2-piece molecular cluster, C3H10OS2 overall. Source: the OMol25 dataset; level of theory: the ωB97M-V functional and the def2-TZVPD basis.

Cartesian coordinates (Å):
1 C 2.2827 0.1971 0.8890
2 C 1.6579 0.9530 2.0417
3 S 0.1832 0.1574 2.7529
4 S 0.0450 -1.8727 2.5556
5 C -0.9382 -2.1119 1.0695
6 H 1.8716 0.4944 -0.0755
7 H 2.3489 -0.8827 0.8828
8 H 3.3394 0.4630 0.7536
9 H 2.3504 1.1754 2.8511
10 H 1.2162 1.8667 1.6451
11 H -2.0169 -2.0131 1.2070
12 H -0.7252 -1.4402 0.2433
13 H -0.7234 -3.1194 0.7920
14 H -2.9006 1.8104 -5.8185
15 H -4.3502 2.0014 -5.6100
16 O -3.6407 2.3211 -6.1797

Results
**LUMO energy**: 0.8 eV
**Net charge**: 0
**Highest occupied orbital energy**: -8.87 eV



Entry R
A 2-piece molecular cluster, C3H10OS2 overall. Source: the OMol25 dataset; level of theory: the ωB97M-V functional and the def2-TZVPD basis.

Cartesian coordinates (Å):
1 C -1.0009 1.4321 -1.1907
2 C -0.7608 0.0833 -0.4923
3 S 0.9293 -0.4176 -0.2599
4 S 1.1259 1.5124 1.2778
5 C 1.0943 0.3887 2.6194
6 H -0.7013 1.3731 -2.2446
7 H -2.0318 1.7709 -1.1438
8 H -0.4575 2.2453 -0.7278
9 H -1.4693 -0.6185 -0.9892
10 H -1.1061 0.0345 0.5324
11 H 1.8050 -0.4079 2.5203
12 H 0.0694 -0.0096 2.6441
13 H 1.3919 0.8621 3.5729
14 H -0.0318 -2.9290 -1.4247
15 H 0.8302 -2.2489 -2.3769
16 O 0.3134 -3.0709 -2.3169

Results
**LUMO energy**: -1.3 eV
**Net charge**: 0
**Highest occupied orbital energy**: -9.20 eV



Most stable to least stable, the ends of the list are entry Q and entry R.